17
Properties=species:S:1:pos:R:3:forces:R:3:nbo_charge:R:1 method="wB97M-V/def2-TZVPD" orbital_gap_ha=0.390 lumo_ha=-0.1495 e_homo_ev=-14.6805 total_charge=+1 multiplicity=1 relative_energy_ev=2.348 e_tot_ev=-9319.9581
C 0.1436 1.5377 -0.5314 -2.205 -1.652 -1.993 -0.426
N 0.7672 0.5553 0.2676 0.022 -3.019 0.183 -0.496
C 2.0702 0.4359 0.3977 -0.258 2.899 2.878 0.397
N 2.7992 0.0985 1.5104 0.612 -1.491 0.521 -0.774
H -0.0186 2.3024 0.1625 -0.718 1.907 0.090 0.232
H 0.6850 1.6843 -1.3959 1.687 1.474 -1.575 0.223
H -0.7860 1.0818 -1.0371 0.859 0.856 1.456 0.240
H -0.0509 -0.0123 0.5214 1.416 -1.218 1.333 0.480
H 2.5579 1.2327 -0.1911 0.160 -0.791 0.016 0.207
H 2.6234 -0.7235 2.2276 0.113 2.496 -2.222 0.456
H 3.6857 0.6809 1.6795 -1.772 -1.746 -0.692 0.447
H -3.3947 -0.6869 -2.1742 0.617 -0.330 1.377 0.489
H -4.1270 -0.6751 -0.8735 -0.268 -0.006 0.528 0.485
O -3.2349 -0.8089 -1.1965 -0.294 0.299 -1.826 -0.967
H -0.9400 -2.9081 0.4944 0.494 2.123 -0.265 0.492
H -1.8412 -1.8750 -0.1249 0.529 0.597 -0.025 0.508
O -0.9387 -1.9199 0.2633 -0.996 -2.397 0.216 -0.994

***

17
Properties=species:S:1:pos:R:3:forces:R:3:nbo_charge:R:1 method="wB97M-V/def2-TZVPD" orbital_gap_ha=0.356 lumo_ha=-0.1028 e_homo_ev=-12.4873 total_charge=+1 multiplicity=1 relative_energy_ev=0.997 e_tot_ev=-9321.3090
C -0.1720 -0.9737 -0.1778 0.357 0.430 -0.325 -0.226
C -0.5719 -0.7833 -1.4380 -0.937 -0.652 0.164 0.053
N -1.2987 -1.7015 -2.1281 0.081 0.119 -0.262 -0.780
N 0.4032 0.1630 0.5605 0.446 -0.268 0.230 -0.703
H -0.3400 -1.8839 0.3656 0.117 -0.056 0.258 0.223
H -0.4687 0.1572 -1.9539 0.492 0.221 -0.069 0.211
H -1.4697 -1.5784 -3.1077 -0.045 0.087 -0.009 0.409
H -1.8082 -2.4419 -1.6806 0.225 -0.070 0.091 0.405
H 1.1221 -0.0930 1.2486 -0.345 -0.405 -0.133 0.434
H -0.3567 0.5925 1.1040 0.174 0.485 0.234 0.467
H 0.9370 0.8141 -0.0336 -0.345 0.205 -0.128 0.467
H -2.0377 -0.1214 2.6879 -0.384 0.261 0.416 0.501
H -1.5995 1.3102 3.2440 -0.443 -0.182 0.164 0.508
O -1.3661 0.5629 2.6898 0.781 -0.077 -0.660 -0.983
H 3.2450 2.2285 0.2568 -0.069 -0.009 -0.084 0.496
H 3.1182 1.9312 -1.2425 -0.140 -0.042 0.214 0.499
O 2.6638 1.8174 -0.3950 0.036 -0.044 -0.103 -0.980

***

18
Properties=species:S:1:pos:R:3:forces:R:3:nbo_charge:R:1 method="wB97M-V/def2-TZVPD" orbital_gap_ha=0.396 lumo_ha=-0.1215 e_homo_ev=-14.0787 total_charge=+1 multiplicity=1 relative_energy_ev=0.936 e_tot_ev=-11369.0961
N 0.6383 1.7268 0.3483 -0.705 1.981 -2.043 -0.694
C 0.4770 0.2641 0.2157 -0.362 -1.787 0.322 -0.365
C 0.7523 -0.3574 1.5832 0.451 -1.287 -0.437 0.662
N 0.4537 -1.6834 1.6456 0.146 -0.248 -0.276 -0.811
O 1.2093 0.3304 2.4614 -0.071 0.217 0.383 -0.589
H -0.2443 2.1778 0.0302 0.323 -0.255 -0.357 0.472
H 0.8532 2.2932 1.1889 0.109 -1.819 0.710 0.483
H 1.3872 1.9980 -0.2976 -0.320 0.216 -0.037 0.442
H 1.0202 -0.1901 -0.6383 0.788 0.719 0.839 0.280
H -0.4933 -0.0910 -0.1508 -0.496 1.159 0.598 0.266
H 0.2858 -2.2131 0.8021 -0.150 0.420 -0.379 0.416
H 0.7946 -2.3087 2.3603 0.085 0.678 0.546 0.422
H -1.9851 1.6795 -2.0558 0.284 0.112 -0.040 0.481
H -3.1023 1.8893 -1.1093 -0.049 0.175 0.477 0.498
O -2.1386 1.9260 -1.1356 0.024 -0.275 -0.365 -0.972
H -0.7659 -2.2846 -1.7228 0.501 -0.453 -0.351 0.493
H 0.6919 -2.8435 -2.0635 -0.349 -0.189 -0.295 0.504
O 0.1659 -2.3135 -1.4620 -0.210 0.635 0.705 -0.987

***

18
Properties=species:S:1:pos:R:3:forces:R:3:nbo_charge:R:1 method="wB97M-V/def2-TZVPD" orbital_gap_ha=0.372 lumo_ha=0.0197 e_homo_ev=-9.5989 multiplicity=1 relative_energy_ev=1.511 e_tot_ev=-10816.8633
C 0.2416 1.9042 -0.6819 0.745 -0.468 -0.340 -0.404
N -0.1232 0.6425 -0.0359 -1.238 -0.754 -0.084 -0.676
C 0.3393 -0.5681 -0.5459 1.695 -2.057 0.136 0.610
N 1.4912 -1.1342 0.1635 0.052 0.912 0.173 -0.907
N -0.2522 -1.3112 -1.3985 -0.818 1.238 0.048 -0.712
H -0.4215 2.6956 -0.3291 0.194 -0.150 -0.212 0.224
H 0.2985 1.8183 -1.7774 -0.735 0.129 0.097 0.182
H 1.2751 2.1395 -0.4327 -0.016 0.231 0.506 0.198
H -1.1221 0.4594 0.0621 -0.063 0.815 -0.330 0.400
H 1.2297 -2.0661 0.4499 0.167 -0.151 -0.006 0.375
H 2.3404 -1.1862 -0.3836 -0.045 0.067 -0.116 0.378
H 0.2203 -2.1955 -1.5435 0.197 0.036 0.136 0.352
H 1.5158 1.1014 2.1672 0.508 0.118 -0.113 0.469
H 0.1100 1.1115 2.4837 -0.229 0.390 0.124 0.469
O 0.8870 1.6706 2.6195 -0.210 -0.477 0.011 -0.939
H -1.8865 -1.7437 -0.5286 -0.641 0.216 -0.628 0.491
H -3.4947 -1.5975 -0.3589 0.410 -0.010 -0.489 0.477
O -2.6487 -1.7404 0.0704 0.027 -0.084 1.087 -0.989

***

18
Properties=species:S:1:pos:R:3:forces:R:3:nbo_charge:R:1 method="wB97M-V/def2-TZVPD" orbital_gap_ha=0.347 lumo_ha=0.0156 e_homo_ev=-9.0263 multiplicity=1 relative_energy_ev=0.931 e_tot_ev=-10817.4439
C 0.1274 -1.0223 -0.0079 0.018 0.025 0.131 -0.419
N 0.2521 0.3666 0.4545 -0.681 -0.676 -0.208 -0.610
C -0.8364 1.1880 0.3376 -0.292 0.754 -1.868 0.592
N -0.7795 2.3578 1.0697 -0.264 -0.329 0.394 -0.831
N -1.7518 1.0191 -0.5745 0.449 -0.422 1.455 -0.836
H 1.0767 -1.3179 -0.4512 -0.006 -0.303 0.353 0.213
H -0.2013 -1.6535 0.8227 0.447 -0.205 -0.083 0.192
H -0.6354 -1.1610 -0.7701 0.046 0.546 0.005 0.224
H 0.7806 0.4521 1.3079 -0.027 0.079 -0.010 0.379
H 0.1139 2.5449 1.4796 0.175 0.449 0.095 0.376
H -1.2309 3.1206 0.5855 0.309 0.081 0.343 0.391
H -2.4399 1.7564 -0.4285 -0.038 -0.147 -0.412 0.337
H 4.0668 -1.4521 1.6373 -1.068 0.586 0.545 0.458
H 4.3040 -2.4983 0.8061 -0.674 -0.982 -0.720 0.462
O 3.5034 -2.0944 1.1746 1.728 0.420 0.175 -0.919
H -2.4065 -0.5220 -1.8143 -1.043 0.080 -0.241 0.487
H -1.5050 -0.3942 -2.8467 -0.582 -0.168 -1.005 0.456
O -2.4381 -0.6899 -2.7822 1.504 0.211 1.052 -0.952

***

18
Properties=species:S:1:pos:R:3:forces:R:3:nbo_charge:R:1 method="wB97M-V/def2-TZVPD" orbital_gap_ha=0.376 lumo_ha=-0.2790 e_homo_ev=-17.8313 total_charge=+2 multiplicity=1 relative_energy_ev=5.917 e_tot_ev=-9681.6938
C -1.9837 0.4667 -0.2546 -0.171 1.779 0.044 0.714
C 1.4322 -0.1703 -1.1488 -2.499 1.162 1.359 -0.444
N -1.5074 1.5657 -0.2317 -0.646 -1.861 0.129 -0.510
N -2.4042 -0.7403 -0.3525 1.151 2.106 -1.338 -0.383
N 1.2614 0.6019 0.0985 0.201 -1.007 -0.120 -0.424
N -2.5708 -1.6089 0.7102 -0.113 -1.364 -1.028 -0.595
N 2.3204 0.3535 1.0228 3.785 3.148 0.560 -0.536
H 1.7270 -1.1199 -0.9669 1.444 -2.976 1.246 0.226
H 0.5340 -0.4015 -1.6839 -1.146 0.658 0.080 0.223
H 2.0452 0.2392 -1.8271 2.542 1.788 -2.299 0.223
H 1.2866 1.6000 0.0487 -0.406 0.496 -1.064 0.385
H -2.3819 -1.0547 -1.3449 -0.276 -0.555 1.004 0.471
H -2.3202 -1.2170 1.5910 -0.155 0.353 0.566 0.402
H -1.8963 2.5129 -0.2063 -0.162 -0.370 -0.092 0.485
H -3.4864 -2.0271 0.6076 -0.126 0.020 0.650 0.417
H 3.3320 0.0544 0.7362 -1.851 0.782 -0.604 0.445
H 2.0981 -0.3704 1.6381 -0.992 -1.321 1.777 0.431
H 2.5139 1.3157 1.5637 -0.580 -2.840 -0.871 0.469

***

16
Properties=species:S:1:pos:R:3:forces:R:3:nbo_charge:R:1 method="wB97M-V/def2-TZVPD" smiles=CNC.O.O orbital_gap_ha=0.364 lumo_ha=0.0260 e_homo_ev=-9.1886 multiplicity=1 relative_energy_ev=1.882 e_tot_ev=-7836.0444
C 1.8871 0.6317 1.4964 -1.315 0.456 0.754 -0.440
N 0.7649 0.2581 0.4995 0.971 -1.092 2.624 -0.634
C -0.6100 0.2329 1.1979 0.802 4.217 -2.644 -0.423
H 1.8785 -0.0382 2.4343 0.168 0.867 -1.695 0.200
H 1.6590 1.6821 1.8387 0.182 -0.867 0.172 0.165
H 2.9012 0.7446 1.0401 -0.913 -0.788 0.104 0.207
H 0.8193 1.0642 -0.0886 -0.714 0.245 -0.720 0.347
H -0.8822 -0.5625 1.8413 0.144 -1.337 -0.100 0.208
H -0.5999 1.1422 1.8478 -0.337 -0.464 -0.128 0.165
H -1.3693 0.5152 0.3459 1.175 -1.201 1.819 0.206
H 0.4338 -2.4514 -1.6244 -1.038 0.257 0.586 0.461
H 0.5588 -1.9335 -0.2709 1.529 1.129 1.941 0.473
O -0.1161 -2.1439 -0.8637 -0.666 -1.396 -2.697 -0.936
H -1.8249 0.7452 -3.1154 -0.094 -0.415 -0.504 0.464
H -3.1164 -0.0023 -2.9706 0.402 -0.163 -0.631 0.466
O -2.3839 0.1157 -3.6083 -0.296 0.552 1.119 -0.930

***

17
Properties=species:S:1:pos:R:3:forces:R:3:nbo_charge:R:1 method="wB97M-V/def2-TZVPD" smiles=NCCS.O.O orbital_gap_ha=0.362 lumo_ha=0.0224 e_homo_ev=-9.2338 multiplicity=1 relative_energy_ev=0.623 e_tot_ev=-18672.2480
C 0.0212 -0.1308 -0.9616 0.399 -0.067 -1.324 -0.223
C -0.2479 1.3786 -1.0398 0.239 -0.353 -1.052 -0.555
S -1.1031 1.8592 0.4468 0.241 -0.308 1.212 -0.031
N 0.3948 -0.7436 -2.2665 0.869 0.352 1.630 -0.848
H 0.8404 -0.2663 -0.2547 -0.205 -0.339 0.194 0.187
H -0.8654 -0.6919 -0.6913 -0.065 0.158 0.676 0.201
H 0.7156 1.8774 -1.1758 -0.057 0.156 0.330 0.207
H -0.8019 1.6183 -1.9491 -0.343 -0.116 0.207 0.220
H -1.9275 2.7914 0.0359 -0.318 0.562 -0.579 0.127
H -0.4407 -1.0163 -2.7171 -0.657 -0.134 -0.920 0.362
H 0.9578 -0.1272 -2.8277 -0.063 0.128 -0.304 0.354
H 2.0724 -2.5645 -1.8075 -0.128 0.018 -0.235 0.481
H 2.5986 -2.5095 -3.2369 -0.080 -0.414 0.582 0.464
O 2.5774 -3.0818 -2.4478 0.167 0.354 -0.416 -0.947
H -1.2030 0.0752 6.4831 0.262 0.108 0.217 0.465
H -2.2654 0.8576 7.1761 -0.083 0.195 0.227 0.464
O -1.3232 0.6740 7.2338 -0.178 -0.302 -0.446 -0.930